(1)
3 unconnected molecules or ions with the total composition C8H18O10PS2 in a non-equilibrium geometry. Source: the OMol25 dataset; level of theory: ωB97M-V with the def2-TZVPD basis set.

The geometry in XYZ format:
```
39
Properties=species:S:1:pos:R:3:forces:R:3
C 0.678879 0.061745 1.147493 -1.5 1.1 1.1
C 0.774577 1.602668 1.330786 -0.6 -2.3 -0.2
O 1.798713 2.102546 1.108569 2.2 1.9 -0.3
O -0.301272 2.361354 1.791311 -0.5 -0.5 -0.4
C -1.275357 2.621621 0.796362 -0.9 0.1 0.0
C -2.253307 1.435862 0.526731 -0.2 0.2 -0.4
P -3.404612 1.084366 1.914437 0.0 -0.1 -1.2
H 0.255631 -0.159815 0.154437 0.4 -0.1 0.4
H -0.016661 -0.280853 1.940151 0.3 -0.3 -0.5
H 1.673574 -0.364052 1.303390 -0.3 0.1 -0.3
H -1.895716 3.460246 1.162561 0.5 -0.2 -0.1
H -0.850018 2.935084 -0.174314 0.0 -0.2 0.5
H -1.758609 0.495069 0.239442 -0.1 0.3 0.3
H -2.898151 1.717783 -0.347385 0.3 -0.2 0.7
H -2.778673 0.801966 3.144359 -0.2 0.2 -0.2
H -4.172119 -0.045080 1.535116 0.2 0.3 0.4
H -4.336221 2.144477 2.002863 0.4 -0.3 0.3
C 5.403787 -1.893421 3.432770 0.5 0.0 0.1
C 5.468614 -1.489621 1.973957 -0.3 0.4 0.0
O 5.360964 -2.719595 1.251743 0.0 -0.3 0.4
S 4.428732 -3.742922 2.075441 0.3 0.4 0.1
O 3.111074 -3.677336 1.545264 0.0 -0.1 0.1
O 5.126909 -4.963606 2.228468 -0.2 -0.1 -0.2
O 4.442960 -2.954313 3.480386 -0.2 0.1 -0.5
H 6.362374 -2.285189 3.779295 0.0 0.0 0.0
H 5.095216 -1.072449 4.076242 -0.2 -0.2 0.0
H 6.394617 -0.978241 1.723128 0.0 -0.2 -0.1
H 4.619424 -0.858352 1.698467 0.1 0.1 0.0
C -2.848433 -0.660253 -4.147924 -0.2 -0.4 -0.4
C -2.503363 0.413741 -5.158443 0.6 0.0 0.2
O -3.574778 1.360809 -5.061880 -0.4 -0.2 0.5
S -4.115760 1.406443 -3.553676 0.4 -0.4 -0.7
O -3.500282 2.501289 -2.880200 -0.2 -0.2 0.4
O -5.516740 1.211093 -3.569768 0.0 0.3 0.2
O -3.411898 0.049819 -3.033697 0.2 0.5 0.0
H -3.607005 -1.342641 -4.535900 0.0 0.0 0.0
H -1.976319 -1.229894 -3.835000 0.0 0.1 0.2
H -2.426340 0.024720 -6.170382 -0.2 0.2 0.0
H -1.574411 0.924932 -4.894599 0.0 -0.1 0.0
```
Positions in Å, forces in eV/Å.

Energy in Eh: -2205.39694
M in g mol⁻¹: 369.33
Frontier orbital gap in eV: 9.512
Total charge: +1
E_LUMO in eV: -3.5794
Strongest force on any atom in eV Å⁻¹: 2.93

natural (NBO) analysis output, partial charges in e:
1. C -0.722
2. C 0.792
3. O -0.486
4. O -0.544
5. C -0.077
6. C -0.735
7. P 0.767
8. H 0.230
9. H 0.210
10. H 0.269
11. H 0.210
12. H 0.228
13. H 0.274
14. H 0.307
15. H 0.095
16. H 0.087
17. H 0.089
18. C -0.101
19. C -0.100
20. O -0.680
21. S 2.539
22. O -0.911
23. O -0.876
24. O -0.685
25. H 0.200
26. H 0.212
27. H 0.222
28. H 0.182
29. C -0.102
30. C -0.104
31. O -0.670
32. S 2.538
33. O -0.921
34. O -0.874
35. O -0.706
36. H 0.204
37. H 0.215
38. H 0.230
39. H 0.194

***

(2)
A molecular structure, C46H45MnN3O2P2S3Sb in a non-equilibrium geometry. Source: the OMol25 dataset; level of theory: ωB97M-V with the def2-TZVPD basis set.

The geometry in XYZ format:
```
103
Properties=species:S:1:pos:R:3:forces:R:3
Mn -0.584234 -0.142021 0.357825 -0.9 -0.4 -0.7
O -1.124975 -2.994909 -0.817933 -0.8 -0.7 -0.3
S 0.102494 -2.241391 -0.554908 0.2 -1.1 -0.7
C 1.253048 -3.405509 0.203173 0.1 0.5 0.1
C 0.988763 -4.760677 0.095064 -0.2 0.2 -0.1
C 1.869336 -5.675735 0.653071 0.1 0.1 0.0
C 3.006563 -5.232987 1.316802 0.0 0.0 0.0
C 3.267881 -3.876720 1.428419 -0.1 0.2 -0.1
C 2.390038 -2.949695 0.863852 0.3 0.2 0.1
P 2.721758 -1.203727 1.157145 0.4 -0.3 0.7
C 4.445388 -0.800975 0.839850 -0.4 -0.3 0.3
C 5.090691 0.231673 1.515899 0.0 0.0 0.1
C 6.353473 0.625066 1.103504 0.0 0.1 0.0
C 6.960928 0.002376 0.022683 -0.1 0.0 0.1
C 6.317942 -1.029804 -0.645967 -0.1 0.0 -0.1
C 5.058538 -1.436142 -0.241925 0.0 0.0 0.0
C 2.120626 -0.799620 2.821608 0.3 -0.1 -0.5
C 2.898928 -0.915818 3.972114 -0.1 0.0 -0.2
C 2.361709 -0.569232 5.201700 0.1 0.0 0.1
C 1.062632 -0.092157 5.288779 0.0 0.0 -0.1
C 0.276487 0.002637 4.147361 -0.2 0.0 -0.1
C 0.796107 -0.369928 2.922543 -0.1 0.1 -0.1
C 0.940841 -2.064868 -2.149749 -0.1 0.6 0.3
C 1.755950 -2.998747 -2.764318 0.0 -0.1 0.0
C 2.285190 -2.699671 -4.014195 -0.1 -0.1 0.1
C 2.016277 -1.483594 -4.627174 0.0 0.0 -0.1
C 1.192583 -0.557056 -4.013129 -0.1 -0.3 0.2
C 0.648241 -0.858861 -2.765263 0.0 0.1 -0.1
P -0.498621 0.275407 -1.934192 -0.4 -0.5 -0.6
C -1.928459 0.292883 -3.047853 0.1 0.1 0.3
C -2.010100 -0.567631 -4.141059 0.1 0.1 0.1
C -3.119225 -0.523127 -4.966940 -0.1 0.0 0.0
C -4.151619 0.364410 -4.708005 0.1 0.0 0.0
C -4.088812 1.193829 -3.596925 -0.1 0.0 0.0
C -2.989733 1.151219 -2.760425 0.1 0.0 0.0
C 0.435460 1.803404 -2.133255 -0.2 0.6 0.1
C -0.182854 3.021559 -2.374525 -0.1 -0.9 -0.1
C 0.539128 4.203309 -2.351097 0.5 -0.1 0.2
C 1.906319 4.187787 -2.049394 0.2 0.2 0.0
C 2.547317 3.007346 -1.796881 0.0 0.1 -0.1
C 1.830941 1.765001 -1.763665 -0.1 0.3 -0.5
H 0.095364 -5.074385 -0.426445 -0.1 -0.1 0.0
H 1.664243 -6.731482 0.566567 0.0 -0.1 0.0
H 3.691537 -5.944776 1.750911 0.1 -0.1 0.0
H 4.156827 -3.526212 1.936682 0.1 -0.1 0.1
H 4.622050 0.713486 2.363487 0.0 0.1 0.0
H 6.860294 1.422863 1.622930 0.1 0.1 0.1
H 7.941061 0.319601 -0.296706 0.1 0.0 0.0
H 6.794470 -1.511740 -1.485814 0.1 -0.1 0.0
H 4.549622 -2.243509 -0.754542 0.0 0.0 -0.1
H 3.916546 -1.269246 3.896504 0.1 0.0 0.1
H 2.961492 -0.659226 6.094662 0.1 0.0 0.0
H 0.662349 0.211787 6.243581 0.0 0.0 0.1
H -0.732931 0.382277 4.211754 -0.1 0.0 0.0
H 0.164404 -0.297330 2.011696 0.6 -0.1 1.4
H 1.968742 -3.950669 -2.302526 0.0 -0.1 0.1
H 2.907564 -3.424416 -4.515904 0.1 -0.1 0.0
H 2.435929 -1.264645 -5.596102 0.1 0.0 -0.1
H 0.956135 0.379803 -4.498458 0.0 0.1 -0.1
H -1.220013 -1.268433 -4.358550 0.0 -0.1 0.0
H -3.177227 -1.184876 -5.817184 0.0 -0.1 -0.1
H -5.001920 0.406874 -5.370343 -0.1 0.0 0.0
H -4.899826 1.873000 -3.388877 -0.1 0.1 0.0
H -2.933490 1.783033 -1.883634 -0.1 0.1 0.0
H -1.228581 3.034953 -2.643004 -0.1 0.1 0.0
H 0.050966 5.136264 -2.581013 -0.1 0.2 0.0
H 2.461169 5.110768 -2.056493 0.1 0.1 0.0
H 3.608887 2.995186 -1.598423 0.1 0.0 0.0
H 2.394363 0.878143 -2.041839 0.0 0.0 -0.1
C -3.173257 -1.046106 3.364245 0.2 0.0 -0.4
Sb -2.278835 -1.778838 1.550832 -0.6 -0.7 0.6
C -3.981955 -2.760303 0.662211 0.4 0.2 0.1
C -1.247462 -3.439608 2.437171 -0.2 0.2 -0.2
H -4.082573 -1.611933 3.524378 -0.2 -0.1 0.1
H -3.411756 0.010906 3.316243 0.0 0.1 -0.1
H -2.497090 -1.228082 4.193490 0.1 0.0 0.1
H -4.063342 -3.722454 1.162949 0.0 0.0 0.0
H -3.825661 -2.922583 -0.404015 0.0 0.0 0.1
H -4.887154 -2.183312 0.847869 0.1 0.0 0.0
H -1.809081 -3.759591 3.311319 0.0 0.0 0.1
H -0.237968 -3.164271 2.739951 0.0 0.0 0.0
H -1.212335 -4.250306 1.716501 0.0 -0.1 0.0
N -4.417711 0.550166 0.148681 -0.2 0.0 -0.1
C -3.761793 1.657669 0.529842 0.7 -0.6 0.2
S -2.070978 1.591485 0.863524 -0.5 0.6 0.0
N -4.434636 2.785339 0.710315 -0.7 -0.4 -0.2
C -3.962329 4.081727 1.029281 0.4 0.9 0.3
C -4.804093 4.921070 1.757919 0.2 -0.3 -0.1
C -4.386939 6.198334 2.083613 0.1 0.1 -0.1
C -3.148420 6.660622 1.659976 0.0 -0.1 0.0
C -2.327404 5.836569 0.904301 -0.2 0.0 0.1
C -2.729004 4.552445 0.584191 -0.2 0.0 -0.2
H -3.882097 -0.213518 -0.246470 -0.2 0.2 0.1
H -5.394426 0.596797 -0.107364 0.0 0.0 0.0
H -5.450141 2.733191 0.668475 0.2 -0.1 -0.1
H -5.776076 4.574486 2.076415 -0.1 -0.1 0.1
H -5.030785 6.834382 2.668606 -0.1 0.1 0.0
H -2.831163 7.662811 1.899969 0.0 0.1 0.1
H -1.372475 6.195290 0.550436 0.1 0.1 0.0
H -2.095137 3.931580 -0.029769 0.0 0.1 0.0
O 0.514594 1.625772 0.652413 -0.1 0.8 0.1
S 1.879011 1.262564 0.259420 0.6 -1.3 0.0
N 1.757507 -0.356702 0.137550 0.7 1.8 -0.1
```
Positions in Å, forces in eV/Å.

Energy in Eh: -5362.18253
M in g mol⁻¹: 1006.73
2S+1: 2
Frontier orbital gap (spin up / spin down) in eV: 5.003 / 4.942
ΔE to the lowest compared entry with this formula, charge and spin in kJ/mol: 45.6
Total charge: +3
E_LUMO (spin up / spin down) in eV: -9.9960 / -10.0167
Strongest force on any atom in eV Å⁻¹: 1.93

Results of the Mulliken charge analysis, in e, for atoms 1 through 99:
1. Mn 0.561
2. O -0.855
3. S 1.045
4. C -0.272
5. C -0.774
6. C -0.855
7. C -0.901
8. C -0.488
9. C 0.029
10. P 1.020
11. C 0.563
12. C -0.467
13. C -0.898
14. C -0.592
15. C -0.898
16. C -0.675
17. C 0.785
18. C -0.734
19. C -0.866
20. C -1.063
21. C -1.238
22. C 1.662
23. C 0.572
24. C -0.632
25. C -1.051
26. C -0.952
27. C 0.395
28. C -1.535
29. P 2.042
30. C 1.189
31. C -1.082
32. C -0.869
33. C -0.864
34. C -1.341
35. C -0.145
36. C -0.024
37. C -0.823
38. C -0.475
39. C -0.943
40. C -0.336
41. C -0.275
42. H 0.617
43. H 0.508
44. H 0.514
45. H 0.524
46. H 0.461
47. H 0.497
48. H 0.465
49. H 0.492
50. H 0.426
51. H 0.546
52. H 0.487
53. H 0.486
54. H 0.772
55. H -0.010
56. H 0.600
57. H 0.502
58. H 0.511
59. H 0.645
60. H 0.370
61. H 0.487
62. H 0.455
63. H 0.544
64. H 0.800
65. H 0.590
66. H 0.591
67. H 0.500
68. H 0.619
69. H 0.300
70. C -1.373
71. Sb 1.109
72. C -1.346
73. C -1.288
74. H 0.494
75. H 0.333
76. H 0.453
77. H 0.474
78. H 0.371
79. H 0.408
80. H 0.638
81. H 0.271
82. H 0.382
83. N -0.056
84. C 0.246
85. S -0.296
86. N 0.014
87. C 0.309
88. C -0.655
89. C -0.643
90. C -0.634
91. C -0.765
92. C 0.541
93. H -0.112
94. H 0.236
95. H 0.316
96. H 0.402
97. H 0.416
98. H 0.424
99. H 0.427

***

(3)
C25H29N3O3S in the gas phase. Source: the OMol25 dataset; level of theory: ωB97M-V with the def2-TZVPD basis set.

The geometry in XYZ format:
```
61
Properties=species:S:1:pos:R:3:forces:R:3
C 2.641381 6.789909 -0.648209 0.0 0.1 0.1
O 2.434912 5.831150 -1.652218 -0.1 -0.3 -0.2
C 1.681031 4.727385 -1.345814 0.0 0.0 0.0
C 1.481931 3.811250 -2.377623 0.1 0.2 0.1
C 0.740540 2.670297 -2.178344 0.1 0.0 0.0
C 0.173619 2.371348 -0.930866 0.1 0.5 0.1
N -0.624114 1.248769 -0.771710 -0.4 -0.3 0.0
C -1.344515 1.025845 0.462357 -0.3 0.0 0.1
C -2.605198 0.198736 0.160200 0.2 0.3 0.2
N -2.362939 -1.033917 -0.543582 0.1 0.2 0.2
C -2.209047 -2.270861 0.194491 0.1 -0.1 -0.1
C -0.780595 -2.708756 0.576032 -0.3 -0.3 -0.3
N -0.151445 -1.794601 1.510524 0.9 0.0 0.0
S 1.534857 -1.875685 1.579618 -0.3 0.1 0.4
O 1.914480 -2.569185 2.778590 -0.1 0.2 0.1
O 2.005376 -2.360472 0.315573 -0.1 0.2 -0.2
C 1.995410 -0.159108 1.756123 -0.1 -0.5 -0.1
C 1.747059 0.480041 2.955026 -0.1 0.0 0.2
C 2.148252 1.796309 3.112462 0.0 -0.1 0.0
C 2.794475 2.449596 2.074495 0.1 -0.1 0.0
C 3.036895 1.798791 0.875674 0.1 -0.1 0.1
C 2.635848 0.482945 0.715118 0.1 -0.1 -0.2
C -2.919032 -3.348029 -0.610471 0.0 -0.2 0.1
C -2.257241 -4.268207 -1.412420 0.0 0.1 0.2
C -2.970228 -5.188944 -2.163500 0.0 -0.1 -0.1
C -4.352587 -5.201785 -2.128421 0.1 -0.1 -0.1
C -5.022599 -4.283701 -1.337374 -0.1 0.1 0.1
C -4.309716 -3.366454 -0.588594 0.0 -0.1 0.0
C -1.540837 -0.808034 -1.708050 0.2 0.0 -0.1
C -0.264810 -0.011829 -1.395449 -0.1 -0.2 -0.2
C 0.383927 3.297911 0.091285 -0.3 -0.3 -0.1
C 1.113209 4.458407 -0.110793 0.2 0.4 -0.2
H 1.696070 7.216903 -0.295951 0.0 0.0 0.0
H 3.188463 6.371822 0.204366 0.0 0.0 0.0
H 3.240531 7.575385 -1.106718 0.0 0.0 0.1
H 1.913005 4.024717 -3.343149 0.0 0.0 -0.1
H 0.585339 2.010775 -3.017400 0.0 -0.1 -0.1
H -0.718792 0.502554 1.201674 -0.1 0.2 -0.1
H -1.669030 1.981726 0.873943 0.0 0.0 0.0
H -3.256758 0.807939 -0.480089 0.0 0.1 0.1
H -3.136202 -0.008326 1.090987 0.0 0.0 0.0
H -2.767141 -2.138484 1.130011 0.0 0.0 -0.1
H -0.127176 -2.730260 -0.294812 -0.2 -0.2 -0.1
H -0.834183 -3.725216 0.988841 0.0 0.1 -0.1
H -0.523611 -1.880156 2.445443 0.1 0.0 0.2
H 1.265543 -0.063129 3.752867 0.0 0.0 0.2
H 1.964169 2.308316 4.044994 0.0 0.0 0.1
H 3.113845 3.472631 2.202417 0.0 0.1 0.0
H 3.534014 2.313534 0.068492 0.0 0.1 -0.1
H 2.821999 -0.060698 -0.197139 0.0 0.0 -0.2
H -1.179447 -4.283011 -1.457351 0.2 0.0 0.0
H -2.438820 -5.899391 -2.779685 0.0 -0.1 -0.1
H -4.904937 -5.921902 -2.713643 0.0 -0.1 0.0
H -6.102222 -4.284057 -1.303467 -0.1 0.0 0.0
H -4.834993 -2.646733 0.022037 -0.1 0.1 0.1
H -2.140482 -0.230991 -2.423462 0.1 0.0 -0.1
H -1.289812 -1.765039 -2.165550 0.0 0.0 -0.1
H 0.379782 -0.591477 -0.719815 0.0 0.0 -0.2
H 0.281723 0.165162 -2.319262 0.0 0.0 0.0
H -0.007548 3.123481 1.080682 0.0 -0.1 0.1
H 1.233291 5.137963 0.718778 0.0 0.1 0.1
```
Positions in Å, forces in eV/Å.

Energy in Eh: -1758.18488
M in g mol⁻¹: 451.59
Frontier orbital gap in eV: 7.712
ΔE to the lowest compared entry with this formula, charge and spin in kJ/mol: 293.2
Total charge: 0
E_LUMO in eV: 0.4928
SMILES string: COc1ccc(N2CCN([C@H](CNS(=O)(=O)c3ccccc3)c3ccccc3)CC2)cc1
Strongest force on any atom in eV Å⁻¹: 0.89

natural (NBO) analysis output, partial charges in e:
1. C -0.250
2. O -0.516
3. C 0.332
4. C -0.249
5. C -0.263
6. C 0.241
7. N -0.471
8. C -0.243
9. C -0.204
10. N -0.463
11. C -0.050
12. C -0.263
13. N -0.868
14. S 2.307
15. O -0.934
16. O -0.941
17. C -0.332
18. C -0.186
19. C -0.215
20. C -0.204
21. C -0.129
22. C -0.214
23. C -0.031
24. C -0.175
25. C -0.224
26. C -0.215
27. C -0.207
28. C -0.189
29. C -0.217
30. C -0.233
31. C -0.275
32. C -0.317
33. H 0.173
34. H 0.168
35. H 0.199
36. H 0.220
37. H 0.211
38. H 0.194
39. H 0.206
40. H 0.194
41. H 0.196
42. H 0.201
43. H 0.232
44. H 0.200
45. H 0.399
46. H 0.228
47. H 0.220
48. H 0.217
49. H 0.218
50. H 0.246
51. H 0.203
52. H 0.212
53. H 0.213
54. H 0.213
55. H 0.208
56. H 0.199
57. H 0.208
58. H 0.183
59. H 0.210
60. H 0.214
61. H 0.215

***

(4)
A molecular structure, CH4BrP in a non-equilibrium geometry. Source: the OMol25 dataset; level of theory: ωB97M-V with the def2-TZVPD basis set.

The geometry in XYZ format:
```
7
Properties=species:S:1:pos:R:3:forces:R:3
C -0.158644 -0.087950 -0.586688 2.5 -0.4 -4.8
P 1.065903 -0.537082 0.711475 -0.7 -0.6 -0.4
Br 2.972189 -0.109430 -0.257265 1.1 0.0 -0.6
H -0.706812 -0.996248 -0.662821 -1.0 -0.5 -0.4
H 0.563992 -0.083444 -1.812451 -2.2 -0.1 3.8
H -0.803563 0.782512 -0.747718 0.4 0.0 0.9
H 1.098507 0.687898 1.234087 -0.1 1.7 1.4
```
Positions in Å, forces in eV/Å.

Energy in Eh: -2955.81714
M in g mol⁻¹: 126.92
Frontier orbital gap in eV: 9.967
ΔE to the lowest compared entry with this formula, charge and spin in kJ/mol: 135.6
Total charge: 0
E_LUMO in eV: 0.4724
Strongest force on any atom in eV Å⁻¹: 5.40

natural (NBO) analysis output, partial charges in e:
1. C -0.953
2. P 0.554
3. Br -0.236
4. H 0.219
5. H 0.225
6. H 0.251
7. H -0.059

***

- The highest energy belongs to which entry?
  C25H29N3O3S